(1)
# C6H10N2O

C6H10N2O as an isolated structure in a non-equilibrium geometry (wB97M-V/def2-TZVPD, OMol25).

Its total energy is -11407.50003 eV. For the gap between HOMO and LUMO, the calculation gives 8.7 eV. For the energy above the lowest of the compared OMol25 structures with the same formula, charge and spin, the calculation gives 105.8 kcal/mol. The HOMO energy is -8.68 eV. The value obtained for the maximum force is 0.0762 hartree/bohr. Its LUMO energy is 0.04 eV.

Cartesian coordinates (Å):
C (0.583, 1.230, -0.943)
C (-0.716, 1.296, -0.531)
C (2.291, 0.082, 0.592)
C (1.365, 0.083, -0.543)
C (-1.456, 0.498, 1.608)
C (-0.533, -1.724, -0.990)
N (-1.183, 0.158, 0.137)
N (-0.220, -0.803, 0.063)
O (3.055, -0.837, 0.839)
H (0.899, 1.894, -1.678)
H (-1.372, 2.242, -0.618)
H (2.140, 0.845, 1.380)
H (1.673, -0.588, -1.293)
H (-2.438, 0.930, 1.756)
H (-1.447, -0.413, 2.130)
H (-0.773, 1.183, 2.053)
H (0.377, -2.302, -1.283)
H (-1.313, -2.489, -0.634)
H (-0.931, -1.286, -2.044)

Atomic partial charges in e from the Löwdin method, atoms 1 to 5: number 1, C, carries -0.085; number 2, C, carries -0.101; number 3, C, carries -0.240; number 4, C, carries -0.116; number 5, C, carries -0.020

---

(2)
# C4H4N4

C4H4N4 as an isolated structure in a non-equilibrium geometry (wB97M-V/def2-TZVPD, OMol25).

Its total energy is -10169.34341 eV. For the gap between HOMO and LUMO, the calculation gives 8.8 eV. For the energy above the lowest of the compared OMol25 structures with the same formula, charge and spin, the calculation gives 80.6 kcal/mol. The HOMO energy is -7.91 eV. The value obtained for the maximum force is 0.1679 hartree/bohr. Its LUMO energy is 0.94 eV.

Cartesian coordinates (Å):
C (1.934, -0.304, 0.162)
C (1.267, 0.891, -0.162)
C (-1.486, 0.868, 0.100)
C (-0.016, -0.836, -0.090)
H (3.000, -0.183, 0.174)
H (1.357, 2.085, -0.261)
H (-1.938, 1.854, 0.598)
H (-1.789, -2.176, -0.506)
N (-0.027, 0.631, -0.213)
N (-2.200, -0.219, 0.198)
N (-1.342, -1.229, -0.184)
N (1.240, -1.381, 0.184)

Atomic partial charges in e from the Löwdin method, atoms 1 to 5: number 1, C, carries -0.253; number 2, C, carries -0.146; number 3, C, carries -0.098; number 4, C, carries -0.259; number 5, H, carries 0.094

---

(3)
# C108H90N6O12

A 12-piece molecular cluster, C108H90N6O12 overall in a non-equilibrium geometry (wB97M-V/def2-TZVPD, OMol25).

Its total energy is -146965.35938 eV. For the gap between HOMO and LUMO, the calculation gives 8.1 eV. As for the SMILES: O=C1c2ccccc2C(=O)c2ccccc21.O=C1c2ccccc2C(=O)c2ccccc21.O=C1c2ccccc2C(=O)c2ccccc21.O=C1c2ccccc2C(=O)c2ccccc21.O=C1c2ccccc2C(=O)c2ccccc21.O=C1c2ccccc2C(=O)c2ccccc21.CCCC#N.CCCC#N.CCCC#N.CCCC#N.CCCC#N.CCCC#N. The HOMO energy is -9.35 eV. The value obtained for the maximum force is 0.0753 hartree/bohr. Its LUMO energy is -1.22 eV.

Cartesian coordinates (Å):
O (-3.468, 4.761, -6.357)
C (-3.447, 5.039, -5.176)
C (-2.789, 4.060, -4.224)
C (-2.224, 2.895, -4.716)
C (-1.715, 1.936, -3.873)
C (-1.598, 2.200, -2.515)
C (-2.172, 3.412, -2.027)
C (-2.748, 4.332, -2.881)
C (-3.379, 5.466, -2.262)
O (-3.558, 5.629, -1.074)
C (-3.802, 6.589, -3.280)
C (-3.999, 7.900, -2.742)
C (-4.245, 8.926, -3.625)
C (-4.408, 8.679, -4.980)
C (-4.304, 7.427, -5.492)
C (-3.962, 6.357, -4.641)
H (-2.156, 2.984, -5.805)
H (-1.257, 0.978, -4.274)
H (-1.204, 1.463, -1.764)
H (-2.040, 3.555, -0.945)
H (-3.815, 8.150, -1.704)
H (-4.144, 9.986, -3.378)
H (-4.504, 9.470, -5.665)
H (-4.320, 7.258, -6.540)
O (-5.722, 2.979, -0.309)
C (-5.702, 2.716, -1.497)
C (-5.235, 1.358, -1.899)
C (-4.871, 0.406, -0.903)
C (-4.618, -0.875, -1.334)
C (-4.348, -1.154, -2.695)
C (-4.724, -0.206, -3.636)
C (-5.184, 1.036, -3.247)
C (-5.707, 1.948, -4.248)
O (-5.714, 1.610, -5.412)
C (-6.198, 3.282, -3.853)
C (-6.956, 4.007, -4.812)
C (-7.563, 5.219, -4.432)
C (-7.377, 5.655, -3.104)
C (-6.793, 4.862, -2.142)
C (-6.212, 3.667, -2.532)
H (-4.916, 0.473, 0.171)
H (-4.315, -1.701, -0.625)
H (-3.659, -2.038, -2.966)
H (-4.571, -0.206, -4.730)
H (-6.992, 3.639, -5.826)
H (-8.140, 5.759, -5.090)
H (-7.613, 6.685, -2.944)
H (-6.646, 5.171, -1.125)
O (9.025, -0.711, -6.662)
C (8.179, -0.531, -5.781)
C (7.001, 0.400, -5.940)
C (6.863, 1.090, -7.145)
C (5.923, 2.135, -7.226)
C (4.993, 2.386, -6.233)
C (5.069, 1.584, -5.055)
C (6.097, 0.630, -4.948)
C (6.292, -0.137, -3.635)
O (5.580, 0.040, -2.702)
C (7.281, -1.352, -3.608)
C (7.168, -2.230, -2.547)
C (7.965, -3.361, -2.552)
C (8.914, -3.493, -3.576)
C (9.034, -2.565, -4.586)
C (8.220, -1.438, -4.620)
H (7.585, 0.810, -7.867)
H (5.940, 2.775, -8.096)
H (4.262, 3.193, -6.251)
H (4.249, 1.731, -4.305)
H (6.412, -2.103, -1.820)
H (7.826, -4.128, -1.765)
H (9.621, -4.273, -3.542)
H (9.727, -2.776, -5.373)
O (-6.924, -1.765, 2.713)
C (-6.804, -1.652, 3.921)
C (-6.239, -0.409, 4.509)
C (-5.782, 0.534, 3.635)
C (-5.455, 1.773, 4.083)
C (-5.508, 2.139, 5.421)
C (-5.797, 1.185, 6.347)
C (-6.193, -0.100, 5.874)
C (-6.564, -1.181, 6.822)
O (-6.582, -1.052, 8.033)
C (-7.064, -2.483, 6.228)
C (-7.433, -3.509, 7.116)
C (-8.076, -4.639, 6.636)
C (-8.019, -4.928, 5.256)
C (-7.599, -3.959, 4.381)
C (-7.158, -2.705, 4.872)
H (-5.839, 0.387, 2.586)
H (-5.007, 2.558, 3.420)
H (-5.254, 3.153, 5.640)
H (-5.842, 1.426, 7.375)
H (-7.146, -3.374, 8.206)
H (-8.299, -5.435, 7.280)
H (-8.105, -5.960, 4.950)
H (-7.494, -4.104, 3.346)
O (-0.050, -1.152, -4.073)
C (0.653, -1.973, -3.552)
C (0.228, -2.677, -2.334)
C (-0.966, -2.201, -1.748)
C (-1.374, -2.884, -0.598)
C (-0.659, -3.900, 0.019)
C (0.638, -4.223, -0.514)
C (1.065, -3.601, -1.720)
C (2.419, -3.877, -2.180)
O (3.274, -4.568, -1.623)
C (2.918, -3.107, -3.395)
C (4.233, -3.347, -3.814)
C (4.661, -2.668, -4.947)
C (3.884, -1.693, -5.546)
C (2.640, -1.367, -5.084)
C (2.119, -2.152, -3.994)
H (-1.505, -1.395, -2.191)
H (-2.404, -2.635, -0.171)
H (-1.011, -4.393, 0.881)
H (1.195, -5.030, -0.066)
H (4.846, -4.073, -3.314)
H (5.710, -2.803, -5.253)
H (4.249, -1.261, -6.485)
H (2.125, -0.484, -5.531)
O (0.696, 0.777, -0.378)
C (0.739, -0.186, 0.415)
C (-0.413, -0.415, 1.347)
C (-1.571, 0.371, 1.216)
C (-2.578, 0.124, 2.103)
C (-2.571, -1.011, 2.928)
C (-1.463, -1.832, 3.034)
C (-0.386, -1.507, 2.249)
C (0.954, -2.236, 2.415)
O (1.012, -3.061, 3.323)
C (2.076, -1.884, 1.555)
C (3.279, -2.500, 1.799)
C (4.348, -2.093, 1.053)
C (4.268, -1.135, 0.075)
C (3.043, -0.504, -0.174)
C (1.993, -0.833, 0.629)
H (-1.573, 1.209, 0.519)
H (-3.424, 0.839, 2.198)
H (-3.339, -1.079, 3.658)
H (-1.509, -2.742, 3.615)
H (3.250, -3.374, 2.496)
H (5.349, -2.562, 1.145)
H (5.136, -0.932, -0.553)
H (2.945, 0.274, -0.952)
C (3.689, -1.126, 5.161)
C (5.043, -1.786, 5.207)
C (5.046, -3.017, 6.111)
C (4.131, -4.000, 5.484)
N (3.534, -4.763, 4.886)
H (3.275, -0.885, 6.176)
H (2.934, -1.731, 4.632)
H (3.813, -0.130, 4.715)
H (5.744, -0.992, 5.542)
H (5.353, -2.115, 4.250)
H (4.726, -2.812, 7.162)
H (6.015, -3.508, 6.214)
C (0.202, -8.559, 4.106)
C (-0.422, -7.408, 4.865)
C (0.473, -6.141, 4.714)
C (0.923, -6.004, 3.249)
N (1.138, -5.802, 2.146)
H (-0.302, -9.559, 4.361)
H (1.232, -8.752, 4.481)
H (0.306, -8.395, 3.015)
H (-0.551, -7.629, 5.917)
H (-1.421, -7.178, 4.383)
H (1.388, -6.254, 5.289)
H (-0.094, -5.240, 4.917)
C (-1.524, 7.180, 4.006)
C (-2.553, 7.280, 2.861)
C (-2.930, 5.890, 2.237)
C (-1.699, 5.149, 1.843)
N (-0.773, 4.616, 1.417)
H (-0.700, 6.659, 3.637)
H (-1.846, 6.607, 4.878)
H (-1.224, 8.201, 4.330)
H (-2.086, 7.782, 2.025)
H (-3.436, 7.881, 3.106)
H (-3.447, 5.974, 1.250)
H (-3.502, 5.355, 2.999)
C (4.967, -7.758, 1.976)
C (4.412, -6.932, 0.897)
C (4.908, -5.542, 0.997)
C (6.347, -5.565, 0.734)
N (7.506, -5.628, 0.656)
H (4.625, -7.333, 2.935)
H (6.056, -7.907, 2.077)
H (4.561, -8.775, 1.908)
H (3.298, -6.975, 1.074)
H (4.581, -7.214, -0.088)
H (4.836, -5.163, 2.023)
H (4.412, -4.806, 0.341)
C (3.833, 2.023, 2.673)
C (2.458, 1.921, 3.437)
C (1.336, 2.838, 3.010)
C (0.041, 2.672, 3.671)
N (-1.028, 2.528, 4.085)
H (3.677, 1.789, 1.605)
H (4.534, 1.283, 3.008)
H (4.289, 2.978, 2.685)
H (2.567, 2.068, 4.502)
H (2.086, 0.926, 3.464)
H (1.222, 2.798, 1.965)
H (1.643, 3.850, 3.358)
C (3.366, 4.208, -1.037)
C (2.852, 3.789, -2.416)
C (1.410, 3.350, -2.516)
C (1.274, 2.780, -3.792)
N (1.226, 2.397, -4.871)
H (3.058, 5.218, -0.766)
H (4.441, 4.174, -1.104)
H (3.065, 3.474, -0.241)
H (3.518, 3.041, -2.767)
H (3.083, 4.530, -3.170)
H (0.603, 4.039, -2.315)
H (1.326, 2.575, -1.731)

Atomic partial charges in e from the Löwdin method, atoms 1 to 5: number 1, O, carries 0.106; number 2, C, carries -0.257; number 3, C, carries -0.090; number 4, C, carries 0.000; number 5, C, carries -0.072

---

(4)
# C17H15N3O2

One molecule with the formula C17H15N3O2 in a non-equilibrium geometry (wB97M-V/def2-TZVPD, OMol25).

Its total energy is -26435.11950 eV. For the gap between HOMO and LUMO, the calculation gives 8.5 eV. As for the SMILES: COc1ccc2c(ccn2-c2nc(C)nc3oc(C)cc23)c1. For the energy above the lowest of the compared OMol25 structures with the same formula, charge and spin, the calculation gives 73.4 kcal/mol. The HOMO energy is -7.99 eV. The value obtained for the maximum force is 0.0801 hartree/bohr. Its LUMO energy is 0.50 eV.

Cartesian coordinates (Å):
C (4.426, -4.160, -0.194)
O (3.018, -4.017, -0.196)
C (2.413, -2.762, 0.098)
C (1.060, -2.597, -0.234)
C (0.249, -1.513, -0.095)
C (0.974, -0.338, 0.303)
C (2.292, -0.370, 0.590)
C (2.746, 1.021, 0.920)
C (1.618, 1.822, 0.760)
N (0.533, 0.999, 0.491)
C (-0.720, 1.552, 0.600)
N (-1.106, 2.221, 1.677)
C (-2.370, 2.701, 1.732)
C (-2.605, 3.476, 2.933)
N (-3.365, 2.523, 0.812)
C (-3.006, 1.881, -0.291)
O (-3.827, 1.427, -1.265)
C (-2.963, 0.699, -2.091)
C (-3.417, -0.309, -3.195)
C (-1.657, 0.711, -1.697)
C (-1.666, 1.343, -0.417)
C (3.068, -1.570, 0.500)
H (4.642, -5.144, -0.665)
H (4.891, -3.387, -0.667)
H (4.890, -4.249, 0.784)
H (0.376, -3.422, -0.551)
H (-0.760, -1.583, -0.463)
H (3.796, 1.449, 0.958)
H (1.717, 2.895, 0.868)
H (-3.192, 2.987, 3.678)
H (-3.207, 4.346, 2.651)
H (-1.784, 4.003, 3.452)
H (-4.128, 0.313, -3.869)
H (-3.868, -1.199, -2.836)
H (-2.404, -0.574, -3.696)
H (-0.709, 0.369, -2.197)
H (4.045, -1.540, 0.812)

Atomic partial charges in e from the Löwdin method, atoms 1 to 5: number 1, C, carries -0.091; number 2, O, carries -0.100; number 3, C, carries -0.205; number 4, C, carries -0.047; number 5, C, carries 0.001

---

Among the records above, which one has the highest maximum force?
C4H4N4

---

Look up the HOMO of the fourth one.
-7.99 eV

---

What did the first record say?
# C6H10N2O

C6H10N2O as an isolated structure in a non-equilibrium geometry (wB97M-V/def2-TZVPD, OMol25).

Its total energy is -11407.50003 eV. For the gap between HOMO and LUMO, the calculation gives 8.7 eV. For the energy above the lowest of the compared OMol25 structures with the same formula, charge and spin, the calculation gives 105.8 kcal/mol. The HOMO energy is -8.68 eV. The value obtained for the maximum force is 0.0762 hartree/bohr. Its LUMO energy is 0.04 eV.

Cartesian coordinates (Å):
C (0.583, 1.230, -0.943)
C (-0.716, 1.296, -0.531)
C (2.291, 0.082, 0.592)
C (1.365, 0.083, -0.543)
C (-1.456, 0.498, 1.608)
C (-0.533, -1.724, -0.990)
N (-1.183, 0.158, 0.137)
N (-0.220, -0.803, 0.063)
O (3.055, -0.837, 0.839)
H (0.899, 1.894, -1.678)
H (-1.372, 2.242, -0.618)
H (2.140, 0.845, 1.380)
H (1.673, -0.588, -1.293)
H (-2.438, 0.930, 1.756)
H (-1.447, -0.413, 2.130)
H (-0.773, 1.183, 2.053)
H (0.377, -2.302, -1.283)
H (-1.313, -2.489, -0.634)
H (-0.931, -1.286, -2.044)

Atomic partial charges in e from the Löwdin method, atoms 1 to 5: number 1, C, carries -0.085; number 2, C, carries -0.101; number 3, C, carries -0.240; number 4, C, carries -0.116; number 5, C, carries -0.020

---

Among the records above, which one has the lowest LUMO?
C108H90N6O12